12
Properties=species:S:1:pos:R:3:forces:R:3 method="wB97M-V/def2-TZVPD" fmax_ev_per_a=10.991 orbital_gap_ev=8.38 smiles=Oc1ccc(O)[nH]1 charge=0 spin_multiplicity=1 e_above_lowest_ev=3.1449 e_tot_ev=-9811.1699
O -0.20001 2.36789 0.22483 -1.554 0.468 2.855
O 1.35247 -1.78521 -0.98079 -4.295 -2.256 0.303
N 0.66883 0.39833 -0.53763 4.358 -3.362 -3.805
C 0.28264 -0.99576 -0.47316 9.959 1.125 -4.513
C -1.11069 0.15694 0.57033 -4.907 -2.455 4.090
C -0.25554 1.00084 0.07230 -2.092 5.271 2.403
C -0.76529 -1.25313 0.17023 -4.644 -1.123 3.654
H 1.49383 0.81874 -1.04813 -1.804 -0.921 0.815
H -0.75288 2.60427 1.09544 1.783 -0.813 -3.033
H 2.18438 -1.41381 -1.09296 1.818 1.706 0.057
H -1.72756 0.41888 1.51005 0.539 -0.494 -2.068
H -1.17020 -2.31796 0.48948 0.839 2.855 -0.758